# 1
Density functional theory data (ωB97M-V/def2-TZVPD) for the molecule C3H10N2.

Geometry as ORCA input:
```
! wB97M-V def2-TZVPD RIJCOSX def2/J DEFGRID3
* xyz 0 1
N 2.278 0.866 -0.336
C 0.903 1.049 -0.040
C 0.039 -0.221 -0.311
C -1.253 -0.226 0.555
N -2.087 -1.376 0.156
H 2.883 1.622 -0.595
H 2.574 -0.020 -0.707
H 0.263 1.825 -0.516
H 0.724 1.214 1.044
H -0.192 -0.273 -1.375
H 0.629 -1.118 -0.053
H -1.779 0.702 0.423
H -0.785 -0.224 1.588
H -1.583 -1.945 -0.525
H -2.020 -1.996 0.964
*
```

## Properties
HOMO energy	-8.9	eV
total energy	-6252.5233	eV
energy relative to the best compared isomer or geometry (same formula, charge and spin)	87.3	kJ/mol
frontier orbital gap	10.07	eV
SMILES	NCCCN

Atomic partial charges in e from the Mulliken method, atoms 1 to 4: -0.47, -0.30, -0.74, -0.48


# 2
Density functional theory data (ωB97M-V/def2-TZVPD) for a structure of composition C34H39BFeO3S2.

Geometry as ORCA input:
```
! wB97M-V def2-TZVPD RIJCOSX def2/J DEFGRID3
* xyz 0 5
C 6.769 4.121 1.332
C 5.602 3.393 1.875
C 5.289 3.150 3.199
C 4.053 2.433 3.368
C 3.427 2.178 2.171
B 2.145 1.179 1.899
C 0.888 2.197 2.068
C 0.472 2.850 3.204
C -0.556 3.820 2.935
C -0.922 3.886 1.604
C -1.836 4.859 0.965
S -0.041 2.712 0.680
O 2.272 0.647 0.581
C 2.825 -0.649 0.786
C 2.335 -1.535 -0.353
C 4.352 -0.554 0.759
C 2.274 -1.029 2.270
C 0.814 -1.434 2.248
C 3.091 -2.061 3.044
O 2.338 0.219 2.946
S 4.324 2.816 0.836
H 7.418 4.406 2.163
H 7.339 3.501 0.630
H 6.437 5.022 0.802
H 5.931 3.453 4.023
H 3.657 2.147 4.337
H 0.917 2.697 4.181
H -0.988 4.477 3.684
H -2.471 5.318 1.728
H -1.262 5.657 0.474
H -2.461 4.368 0.211
H 2.671 -2.568 -0.196
H 1.244 -1.507 -0.445
H 2.763 -1.176 -1.298
H 4.780 -1.565 0.747
H 4.675 -0.040 -0.156
H 4.749 -0.005 1.624
H 0.675 -2.502 2.049
H 0.368 -1.221 3.228
H 0.256 -0.849 1.501
H 3.026 -3.046 2.562
H 4.142 -1.760 3.118
H 2.679 -2.156 4.057
C -7.500 2.042 2.400
O -6.705 1.270 3.324
C -5.554 0.719 2.847
C -4.574 0.369 3.810
C -3.392 -0.184 3.394
C -3.212 -0.595 2.037
C -2.152 -1.472 1.720
C -2.160 -2.361 0.594
C -1.062 -3.219 0.108
C -1.577 -4.103 -0.898
C -3.000 -3.859 -1.038
C -3.365 -2.817 -0.126
Fe -2.520 -4.307 0.841
C -3.747 -4.628 2.367
C -2.368 -4.742 2.799
C -1.717 -5.733 1.968
C -2.695 -6.248 1.024
C -3.953 -5.562 1.270
C -4.155 -0.135 1.069
C -5.335 0.456 1.468
H -8.119 2.671 3.039
H -6.866 2.663 1.750
H -8.118 1.366 1.794
H -4.790 0.554 4.861
H -2.593 -0.379 4.113
H -1.451 -1.686 2.528
H -0.018 -3.107 0.370
H -0.980 -4.780 -1.502
H -3.669 -4.323 -1.758
H -4.334 -2.339 -0.021
H -4.512 -4.021 2.844
H -1.933 -4.258 3.670
H -0.714 -6.116 2.116
H -2.534 -7.061 0.322
H -4.899 -5.759 0.775
H -3.967 -0.272 0.001
H -6.123 0.680 0.741
*
```

## Properties
HOMO energy (spin up / spin down)	-4.4 / -8.2	eV
expectation value of S²	6.081
total energy	-98761.1588	eV
energy relative to the best compared isomer or geometry (same formula, charge and spin)	88.3	kJ/mol
frontier orbital gap (spin up / spin down)	4.95 / 5.25	eV

Atomic partial charges in e from the Mulliken method, atoms 1 to 4: -1.20, 0.54, -0.60, -0.92


# 3
Density functional theory data (ωB97M-V/def2-TZVPD) for a structure of composition C34H44InN3OSSeSi2.

Geometry as ORCA input:
```
! wB97M-V def2-TZVPD RIJCOSX def2/J DEFGRID3
* xyz 0 1
In -0.145 0.196 -0.245
C -2.908 -4.545 1.621
Si -2.334 -3.791 3.229
C -1.277 -5.028 4.162
C -3.849 -3.385 4.263
C -1.317 -2.191 3.145
C -1.002 -1.597 4.366
C -0.268 -0.420 4.454
C 0.138 0.171 3.277
N -0.145 -0.367 2.091
C -0.839 -1.518 1.999
S -1.058 -2.042 0.339
H -3.501 -5.439 1.846
H -2.069 -4.838 0.986
H -3.529 -3.851 1.050
H -1.826 -5.962 4.324
H -0.984 -4.635 5.141
H -0.364 -5.262 3.607
H -4.444 -4.288 4.432
H -4.485 -2.650 3.761
H -3.573 -2.980 5.241
H -1.342 -2.070 5.285
H -0.022 0.024 5.409
H 0.709 1.095 3.253
Se 3.304 3.183 1.331
C 2.397 1.847 0.669
N 1.795 0.947 0.217
C -2.137 1.833 -3.039
N -1.221 3.016 -3.027
C -1.902 4.210 -3.575
C -0.548 3.287 -1.683
C -1.475 3.113 -0.516
C -2.268 4.182 -0.095
C -3.174 4.022 0.942
C -3.290 2.785 1.560
C -2.480 1.729 1.156
C -1.555 1.866 0.117
H -2.466 1.677 -4.066
H -2.985 2.023 -2.390
H -1.577 0.970 -2.695
H -0.474 2.753 -3.666
H -2.722 4.478 -2.914
H -2.291 3.981 -4.565
H -1.199 5.037 -3.639
H -0.130 4.291 -1.732
H 0.263 2.568 -1.632
H -2.156 5.159 -0.556
H -3.771 4.862 1.276
H -4.002 2.647 2.366
H -2.578 0.773 1.661
C 1.454 -2.971 -4.727
C 0.887 -2.317 -3.460
C -0.525 -2.857 -3.175
C 1.795 -2.663 -2.266
Si 0.891 -0.431 -3.611
O 0.143 0.269 -2.359
C 2.666 0.159 -3.878
C 3.400 0.722 -2.830
C 4.687 1.214 -3.029
C 5.269 1.140 -4.287
C 4.565 0.567 -5.340
C 3.279 0.086 -5.137
C -0.006 0.220 -5.175
C -1.086 -0.420 -5.792
C -1.759 0.151 -6.868
C -1.367 1.389 -7.358
C -0.282 2.038 -6.783
C 0.391 1.452 -5.716
H 1.448 -4.063 -4.625
H 2.488 -2.657 -4.902
H 0.869 -2.714 -5.616
H -0.473 -3.921 -2.914
H -1.188 -2.764 -4.039
H -0.990 -2.333 -2.338
H 1.796 -3.746 -2.099
H 1.446 -2.192 -1.344
H 2.827 -2.343 -2.438
H 2.957 0.778 -1.844
H 5.228 1.654 -2.198
H 6.268 1.530 -4.450
H 5.020 0.499 -6.323
H 2.738 -0.349 -5.974
H -1.418 -1.385 -5.424
H -2.588 -0.375 -7.329
H -1.890 1.835 -8.197
H 0.055 2.989 -7.185
H 1.289 1.932 -5.331
*
```

## Properties
HOMO energy	-7.7	eV
total energy	-139604.9290	eV
energy relative to the best compared isomer or geometry (same formula, charge and spin)	59.5	kJ/mol
frontier orbital gap	7.91	eV

Atomic partial charges in e from the Mulliken method, atoms 1 to 4: 1.57, -0.99, 0.22, -1.09


# 4
Density functional theory data (ωB97M-V/def2-TZVPD) for a cluster of 7 separate species, C28H40INO19PS in total.

Geometry as ORCA input:
```
! wB97M-V def2-TZVPD RIJCOSX def2/J DEFGRID3
* xyz 1 1
C -2.143 -4.725 -3.933
C -1.161 -3.842 -4.061
C -0.046 -2.669 -4.151
C -0.560 -1.361 -3.353
S -1.956 -1.509 -2.122
C -0.869 -0.872 -0.759
N 0.354 -0.388 -1.063
C 1.456 0.187 -0.214
C 1.591 -0.434 1.276
C 1.484 -2.043 1.360
C 0.600 0.293 2.376
C 0.557 -0.439 -2.577
P 0.357 1.221 -3.546
O -1.282 1.758 -3.368
I 1.760 2.996 -2.579
H -3.059 -5.267 -3.476
H 1.004 -3.039 -3.804
H 0.018 -2.370 -5.276
H -1.066 -0.727 -4.194
H -1.055 -0.851 0.393
H 2.482 0.075 -0.723
H 1.267 1.330 -0.081
H 2.669 -0.166 1.641
H 0.365 -2.386 1.356
H 1.889 -2.385 2.408
H 2.020 -2.603 0.512
H 0.070 -0.554 2.950
H 1.264 0.885 3.131
H -0.103 0.981 1.781
H 1.581 -0.946 -2.809
H -1.351 2.184 -2.475
C -2.428 4.989 -2.774
C -1.585 6.223 -2.839
O -1.554 6.663 -1.489
C -1.799 5.576 -0.708
O -1.682 5.559 0.490
O -2.196 4.508 -1.456
H -2.135 4.244 -3.517
H -3.492 5.204 -2.889
H -0.561 6.014 -3.167
H -2.015 6.987 -3.488
C -7.605 7.098 -2.326
C -7.658 5.747 -2.968
O -6.549 5.768 -3.855
C -5.671 6.691 -3.373
O -4.551 6.843 -3.788
O -6.221 7.416 -2.362
H -7.974 7.086 -1.299
H -8.156 7.854 -2.893
H -7.519 4.935 -2.248
H -8.589 5.581 -3.514
C 4.157 -2.882 6.297
C 2.943 -3.541 5.721
O 3.086 -3.317 4.326
C 4.414 -3.121 4.088
O 4.906 -3.069 2.992
O 5.110 -2.992 5.251
H 4.513 -3.381 7.201
H 3.994 -1.823 6.517
H 2.924 -4.620 5.905
H 2.015 -3.102 6.092
C -1.846 8.539 2.834
C -2.663 7.286 2.784
O -3.770 7.589 3.620
C -3.891 8.946 3.644
O -4.825 9.535 4.120
O -2.818 9.549 3.059
H -1.305 8.721 1.903
H -1.134 8.543 3.665
H -3.029 7.066 1.778
H -2.118 6.419 3.161
C 2.413 -5.669 -0.988
C 1.591 -6.919 -1.010
O 0.494 -6.598 -0.168
C 0.376 -5.242 -0.160
O -0.555 -4.639 0.320
O 1.446 -4.650 -0.768
H 2.944 -5.503 -1.927
H 3.133 -5.655 -0.165
H 1.213 -7.154 -2.010
H 2.137 -7.782 -0.626
C 6.437 -8.748 1.183
C 5.216 -8.021 1.656
O 4.613 -7.585 0.448
C 5.049 -8.417 -0.539
O 4.604 -8.434 -1.657
O 6.051 -9.226 -0.097
H 6.710 -9.576 1.840
H 7.300 -8.086 1.068
H 4.517 -8.677 2.184
H 5.459 -7.172 2.298
*
```

## Properties
HOMO energy	-11.9	eV
total energy	-98291.0624	eV
frontier orbital gap	8.21	eV

Atomic partial charges in e from the Mulliken method, atoms 1 to 4: -0.35, -0.38, -0.07, -0.54